DFT (wB97M-V/def2-TZVPD) results for a 2-piece molecular cluster, C3HF2NO3 overall in a non-equilibrium geometry.

CARTESIAN COORDINATES (ANGSTROEM)
C  0.39201  0.93401  -0.27794
C  2.39625  -0.61218  0.00518
C  -1.94922  0.03810  0.22445
N  0.89176  -0.14611  -0.07453
O  2.89129  -0.34929  1.08564
O  0.22239  2.08134  -0.41019
O  2.86046  -1.16317  -0.99061
F  -2.71055  -0.31685  1.41905
F  -3.01743  0.55525  -0.64457
H  -1.97696  -1.02110  -0.33648

Forces on the atoms, in the same order (eV/Å):
C 1.8 -2.1 1.2
C -1.0 0.8 -0.5
C -0.8 -2.0 -1.4
N 0.5 -0.9 -0.6
O 0.5 0.2 1.2
O -0.9 2.2 -0.7
O -0.4 -0.2 -0.5
F -0.1 0.1 0.1
F -0.5 0.8 0.1
H 0.8 1.2 1.2

Output
Kohn-Sham gap   0.226 Ha
Total charge   -2
Highest occupied orbital energy   0.694 eV

Table of natural (NBO) atomic charges, one value per atom, all in e: number 1, C, carries 0.85; number 2, C, carries 0.91; number 3, C, carries 0.12; number 4, N, carries -0.69; number 5, O, carries -0.76; number 6, O, carries -0.64; number 7, O, carries -0.77; number 8, F, carries -0.50; number 9, F, carries -0.51; number 10, H, carries 0.00



DFT (wB97M-V/def2-TZVPD) results for a 2-piece molecular cluster, C11H18NP overall in a non-equilibrium geometry.

CARTESIAN COORDINATES (ANGSTROEM)
C  3.90693  -0.44472  0.25991
C  2.92703  -1.15655  0.88334
C  3.63743  0.55298  -0.69949
C  1.58864  -1.04629  0.42549
C  2.30374  0.74980  -1.07364
C  1.33385  -0.16124  -0.59887
C  -0.26527  2.54704  -0.08822
C  -2.53723  1.21672  -0.57977
C  -0.87082  0.74920  1.45100
C  -2.69436  -2.80162  -0.31342
C  -1.04133  1.19885  -0.02740
N  -1.36404  -2.43786  0.12667
P  -0.35243  0.04465  -1.28653
H  4.91189  -0.72501  0.64286
H  3.07278  -1.87933  1.62514
H  4.39611  1.03427  -1.12335
H  0.70407  -1.63652  0.74479
H  1.95083  1.36223  -1.81859
H  0.06382  2.82877  -1.10008
H  -1.09729  3.32234  0.16052
H  0.52979  2.57688  0.59388
H  -2.65752  1.60494  -1.58081
H  -3.26722  1.60248  0.27035
H  -2.74294  0.14401  -0.56713
H  -0.99738  -0.25673  1.60682
H  0.02403  1.17796  1.83216
H  -1.67382  1.26500  1.99895
H  -2.80111  -3.82404  0.01339
H  -3.46455  -2.12280  0.12923
H  -2.93449  -2.78220  -1.36082
H  -0.58915  -2.70322  -0.54636

Forces on the atoms, in the same order (eV/Å):
C 1.4 0.2 0.6
C -2.9 0.1 -1.2
C -3.5 -2.4 1.9
C 0.2 -0.2 -0.2
C 1.1 -2.9 1.5
C -0.4 1.2 -0.1
C -3.7 1.2 -1.5
C 0.0 -0.3 3.8
C -1.9 2.6 -1.1
C 0.0 1.0 0.3
C 0.2 0.3 -0.5
N 1.1 0.7 -1.0
P 0.6 -0.8 0.4
H -0.4 0.8 -0.8
H 0.8 -0.8 1.1
H 3.0 2.2 -1.7
H 1.2 0.2 0.3
H -0.1 1.8 -1.7
H 0.0 -0.2 0.3
H 1.7 -0.9 0.0
H 1.1 0.2 0.8
H -0.1 0.4 0.0
H 1.3 -0.1 -2.1
H -0.5 0.0 -0.4
H 0.0 -2.5 0.4
H 0.9 -0.3 0.4
H 0.0 -0.1 0.1
H -0.6 -0.5 0.3
H 0.7 -0.7 0.2
H 0.4 0.0 -0.8
H -1.5 -0.1 0.6

Output
Kohn-Sham gap (spin up / spin down)   0.306 / 0.280 Ha
Highest occupied orbital energy (spin up / spin down)   -8.708 / -7.830 eV

Table of natural (NBO) atomic charges, one value per atom, all in e: number 1, C, carries -0.22; number 2, C, carries -0.20; number 3, C, carries -0.20; number 4, C, carries -0.23; number 5, C, carries -0.21; number 6, C, carries -0.37; number 7, C, carries -0.62; number 8, C, carries -0.63; number 9, C, carries -0.61; number 10, C, carries -0.48; number 11, C, carries -0.35; number 12, N, carries -0.52; number 13, P, carries 0.69; number 14, H, carries 0.21; number 15, H, carries 0.21; number 16, H, carries 0.20; number 17, H, carries 0.24; number 18, H, carries 0.21; number 19, H, carries 0.21; number 20, H, carries 0.21; number 21, H, carries 0.21; number 22, H, carries 0.23; number 23, H, carries 0.21; number 24, H, carries 0.21; number 25, H, carries 0.23; number 26, H, carries 0.21; number 27, H, carries 0.20; number 28, H, carries 0.22; number 29, H, carries 0.20; number 30, H, carries 0.19; number 31, H, carries 0.33



DFT (wB97M-V/def2-TZVPD) results for C4H14Li2N4O4 as an isolated structure in a non-equilibrium geometry.

CARTESIAN COORDINATES (ANGSTROEM)
Li  -3.16453  -8.80540  -22.97963
Li  -0.96172  -7.29494  -23.29947
C  -0.66665  -9.27119  -21.20821
O  -1.61395  -8.38894  -21.72168
H  -0.41603  -9.00864  -20.15499
H  -1.03436  -10.30343  -21.16898
H  0.31912  -9.19000  -21.70506
C  -2.90109  -6.84529  -25.38833
O  -2.34383  -7.88804  -24.67475
H  -3.05361  -5.91894  -24.77934
H  -2.33791  -6.52547  -26.27678
H  -3.93664  -7.05408  -25.73178
C  -5.85654  -7.55051  -22.32435
O  -4.98217  -8.36834  -22.08506
N  -5.63959  -6.47414  -23.16077
N  -7.08213  -7.61567  -21.72299
H  -4.79391  -6.56008  -23.70065
H  -6.41425  -5.99485  -23.58449
H  -7.86518  -7.03295  -21.95287
H  -7.15591  -8.13938  -20.87010
C  -2.75653  -11.15855  -24.80996
O  -2.94935  -10.81620  -23.64943
N  -2.97848  -12.45858  -25.22146
N  -2.27945  -10.28112  -25.73592
H  -2.72667  -12.71003  -26.15823
H  -3.10624  -13.12189  -24.48237
H  -2.23477  -9.29906  -25.41311
H  -1.98061  -10.54345  -26.65599

Forces on the atoms, in the same order (eV/Å):
Li 0.7 -0.3 0.4
Li -1.1 -1.2 0.5
C -0.2 0.9 0.8
O 0.2 0.6 -1.4
H -0.1 -0.1 -0.1
H 0.3 -0.2 -0.3
H -0.1 -0.5 -0.3
C -0.9 0.5 0.2
O 0.5 0.8 0.9
H 0.3 -0.1 -0.1
H 0.1 -0.1 0.0
H 0.2 -0.2 -0.2
C -0.1 0.5 -0.1
O 0.3 0.0 -0.1
N -0.1 -0.6 0.3
N -0.1 -0.1 0.1
H -0.1 0.1 -0.2
H 0.0 0.0 0.0
H 0.2 0.3 -0.1
H 0.1 -0.3 -0.1
C 0.7 -0.1 -0.8
O -0.5 0.2 0.5
N 0.0 1.0 0.1
N -0.3 -0.7 0.2
H 0.0 -0.4 0.1
H 0.0 -0.3 -0.2
H 0.1 0.3 -0.1
H -0.1 -0.2 0.0

Output
Kohn-Sham gap   0.270 Ha
Highest occupied orbital energy   -7.264 eV

Table of natural (NBO) atomic charges, one value per atom, all in e: number 1, Li, carries 0.89; number 2, Li, carries 0.94; number 3, C, carries -0.22; number 4, O, carries -1.09; number 5, H, carries 0.13; number 6, H, carries 0.15; number 7, H, carries 0.10; number 8, C, carries -0.24; number 9, O, carries -1.04; number 10, H, carries 0.12; number 11, H, carries 0.15; number 12, H, carries 0.13; number 13, C, carries 0.79; number 14, O, carries -0.68; number 15, N, carries -0.84; number 16, N, carries -0.84; number 17, H, carries 0.41; number 18, H, carries 0.39; number 19, H, carries 0.39; number 20, H, carries 0.41; number 21, C, carries 0.79; number 22, O, carries -0.72; number 23, N, carries -0.85; number 24, N, carries -0.87; number 25, H, carries 0.38; number 26, H, carries 0.41; number 27, H, carries 0.45; number 28, H, carries 0.37